1.
C9H24O3 | the ωB97M-V functional and the def2-TZVPD basis

SMILES	CC(C)O.CC(C)O.CC(C)O
E_HOMO	-0.350	Eh
frontier orbital gap	10.21	eV
LUMO	0.68	eV

```
! RIJCOSX wB97M-V def2-TZVPD def2/J DEFGRID3
* xyz 0 1
C 4.5531 2.6939 -0.3026
C 3.4623 1.6811 -0.4868
C 4.0334 0.3030 -0.7381
O 2.6715 1.6912 0.6907
H 5.2480 2.4022 0.4852
H 4.1239 3.6577 -0.0161
H 5.0890 2.8543 -1.2411
H 2.8534 1.9879 -1.3511
H 4.5762 0.2319 -1.6806
H 3.2328 -0.4420 -0.7510
H 4.6912 0.0368 0.0945
H 1.9741 1.0269 0.6110
C -0.8016 -2.1566 -0.1735
C 0.0296 -1.3499 0.8042
C 1.2026 -2.1492 1.3618
O 0.5560 -0.1740 0.2213
H -1.2074 -3.0333 0.3367
H -0.2479 -2.4875 -1.0530
H -1.6572 -1.5599 -0.4955
H -0.6371 -1.1128 1.6473
H 1.8337 -1.5076 1.9779
H 1.8207 -2.4993 0.5309
H 0.8446 -2.9908 1.9489
H -0.1707 0.3478 -0.1426
C -4.0115 0.1257 -1.5874
C -3.9255 0.6519 -0.1639
C -4.5431 -0.2859 0.8565
O -2.5190 0.8134 0.1362
H -4.0235 0.9376 -2.3121
H -4.9406 -0.4311 -1.7213
H -3.1742 -0.5427 -1.7749
H -4.3983 1.6361 -0.0864
H -4.1293 -1.2880 0.7230
H -5.6286 -0.3571 0.7797
H -4.3168 0.0646 1.8669
H -2.4637 1.2238 1.0051
*
```

---

2.
C9H24O3 | the ωB97M-V functional and the def2-TZVPD basis

SMILES	CC(C)O.CC(C)O.CC(C)O
E_HOMO	-0.371	Eh
frontier orbital gap	10.90	eV
LUMO	0.81	eV

```
! RIJCOSX wB97M-V def2-TZVPD def2/J DEFGRID3
* xyz 0 1
C -1.3941 3.7447 2.4711
C -0.7100 3.0154 1.2635
C -1.4573 1.6945 0.8802
O -0.6322 3.9674 0.2343
H -2.4768 3.6287 2.5196
H -1.2472 4.8138 2.6245
H -0.9029 3.3633 3.3663
H 0.3009 2.7998 1.6095
H -1.7836 1.1152 1.7439
H -0.9790 1.0121 0.1777
H -2.4399 1.9668 0.4950
H -0.4873 4.8378 0.6124
C -6.1449 -2.6239 -3.3650
C -6.6396 -2.9886 -1.9517
C -8.1775 -2.7208 -1.7351
O -6.1290 -4.3424 -1.6651
H -6.5705 -3.3158 -4.0918
H -5.0618 -2.6633 -3.4808
H -6.4177 -1.6082 -3.6512
H -6.0712 -2.3475 -1.2780
H -8.9897 -2.8403 -2.4521
H -8.2783 -1.7195 -1.3163
H -8.4388 -3.4113 -0.9333
H -5.3219 -4.4027 -2.1814
C 6.8018 -0.5769 0.9798
C 8.2588 -0.3700 0.4138
C 8.8812 0.9943 0.7783
O 9.0514 -1.3767 1.0297
H 6.1442 0.1592 0.5172
H 6.8228 -0.2437 2.0174
H 6.4024 -1.5282 0.6283
H 8.3628 -0.5105 -0.6621
H 9.9691 0.9744 0.7142
H 8.5340 1.3228 1.7578
H 8.5724 1.7421 0.0479
H 8.6495 -1.5622 1.8816
*
```

---

Most stable pick: 1. Distance to second place: 1.870 eV.